No. 1
Below is a 8-piece molecular cluster, C21H35Cl6NO13 overall in a non-equilibrium geometry, with properties calculated with ωB97M-V with the def2-TZVPD basis set.

The calculation puts the LUMO energy at 0.25 eV. The energy relative to the best compared isomer or geometry (same formula, charge and spin) is 0.0 kJ/mol. The calculation puts the gap between HOMO and LUMO at 9.48 eV.

```
! wB97M-V def2-TZVPD RIJCOSX def2/J DEFGRID3
* xyz 0 1
O 15.793 0.601 -11.003
C 16.173 -0.209 -11.800
O 16.354 0.041 -13.074
C 16.895 -1.064 -13.764
C 17.284 -2.021 -12.615
O 16.679 -1.435 -11.464
H 16.140 -1.562 -14.369
H 17.811 -0.901 -14.327
H 18.358 -2.086 -12.447
H 16.928 -3.003 -12.927
O 19.820 3.490 -6.789
C 18.846 3.459 -6.099
O 18.669 2.470 -5.213
C 17.412 2.573 -4.590
C 16.959 3.986 -4.958
O 17.768 4.260 -6.103
H 16.776 1.814 -5.050
H 17.506 2.438 -3.514
H 17.089 4.693 -4.139
H 15.899 3.932 -5.200
O 20.796 0.179 -11.589
C 20.467 0.939 -12.463
O 21.314 1.729 -13.198
C 20.582 2.546 -14.118
C 19.172 1.956 -13.997
O 19.223 1.102 -12.860
H 20.656 3.588 -13.811
H 20.831 2.409 -15.169
H 18.883 1.396 -14.884
H 18.469 2.776 -13.851
O 19.147 6.199 -12.556
C 18.859 5.208 -11.960
O 17.586 4.830 -11.781
C 17.514 3.594 -11.146
C 18.853 3.563 -10.428
O 19.710 4.421 -11.228
H 16.713 3.444 -10.425
H 17.533 2.721 -11.804
H 19.363 2.602 -10.505
H 18.871 3.808 -9.365
C 23.887 4.209 -13.315
N 23.121 5.377 -12.935
C 23.254 6.586 -13.530
C 22.253 7.649 -13.023
O 23.937 6.830 -14.506
H 23.320 3.293 -13.486
H 24.603 3.999 -12.520
H 24.398 4.387 -14.259
H 22.584 5.395 -12.085
H 22.772 8.460 -12.510
H 21.668 7.209 -12.210
H 21.579 8.000 -13.796
Cl 16.748 7.730 -13.809
C 15.949 7.956 -12.227
C 15.972 9.412 -11.759
Cl 14.894 10.397 -12.822
H 16.657 7.475 -11.552
H 14.956 7.544 -12.357
H 16.969 9.803 -11.580
H 15.434 9.476 -10.813
Cl 21.831 2.666 -9.449
C 23.564 3.093 -9.692
C 23.882 4.544 -9.502
Cl 25.487 4.819 -10.078
H 23.797 2.643 -10.654
H 24.156 2.523 -8.976
H 23.928 4.856 -8.456
H 23.142 5.272 -9.842
Cl 14.653 3.045 -7.916
C 14.020 3.446 -9.520
C 12.510 3.263 -9.635
Cl 12.094 1.513 -9.424
H 14.510 2.751 -10.199
H 14.268 4.489 -9.708
H 12.291 3.327 -10.699
H 11.928 3.920 -8.999
*
```

---

No. 2
Below is C21H35FFeP2 as an isolated structure in a non-equilibrium geometry, with properties calculated with ωB97M-V with the def2-TZVPD basis set.

The calculation puts the LUMO energy (spin up / spin down) at 0.14 / -0.51 eV. The calculation puts the gap between HOMO and LUMO (spin up / spin down) at 5.52 / 7.44 eV.

```
! wB97M-V def2-TZVPD RIJCOSX def2/J DEFGRID3
* xyz 0 5
P 0.115 -1.800 -3.188
P 0.118 1.278 -3.094
C -0.244 -0.904 -4.793
C 0.370 0.487 -4.771
H -1.338 -0.892 -4.920
H 0.197 -1.500 -5.602
H 1.454 0.483 -4.972
H -0.121 1.129 -5.515
C -1.511 2.036 -3.513
H -1.767 2.772 -2.742
H -2.270 1.244 -3.540
H -1.449 2.528 -4.495
C 1.205 2.714 -3.464
H 0.893 3.194 -4.407
H 2.237 2.338 -3.556
H 1.137 3.430 -2.630
C -0.972 -3.224 -3.582
H -0.834 -3.995 -2.810
H -0.721 -3.629 -4.575
H -2.012 -2.865 -3.574
C 1.723 -2.505 -3.759
H 2.468 -1.699 -3.786
H 1.596 -2.935 -4.765
H 2.035 -3.284 -3.053
Fe 0.026 -0.412 2.769
C 0.728 1.152 1.342
C -0.667 1.067 1.277
C -1.507 0.350 0.265
C -1.873 -1.137 0.612
C -0.841 -1.878 1.386
C 0.544 -1.801 1.171
C 1.271 -1.046 0.104
C 1.690 0.417 0.477
C 0.176 -1.970 4.030
H 1.137 1.993 1.914
H -1.230 1.776 1.901
H -1.097 0.410 -0.754
H -2.461 0.905 0.233
H -2.814 -1.110 1.186
H -2.109 -1.702 -0.309
H -1.204 -2.706 2.014
H 1.176 -2.499 1.740
H 0.733 -1.053 -0.859
H 2.204 -1.609 -0.074
H 2.669 0.349 0.979
H 1.875 1.006 -0.439
H 0.967 -1.685 4.750
H 0.400 -2.951 3.574
H -0.791 -2.023 4.566
F -0.195 3.499 7.562
C -0.155 2.665 6.461
C 1.087 2.368 5.894
C 1.111 1.512 4.761
C -0.071 0.976 4.252
C -1.288 1.289 4.843
C -1.352 2.143 5.965
H 2.002 2.780 6.315
H 2.066 1.269 4.302
H -2.215 0.861 4.446
H -2.301 2.394 6.448
*
```

---

No. 3
Below is C21H35InN2O9P2Si as an isolated structure in a non-equilibrium geometry, with properties calculated with ωB97M-V with the def2-TZVPD basis set.

The calculation puts the LUMO energy at 4.47 eV. The energy relative to the best compared isomer or geometry (same formula, charge and spin) is 0.0 kJ/mol. The calculation puts the gap between HOMO and LUMO at 6.12 eV.

```
! wB97M-V def2-TZVPD RIJCOSX def2/J DEFGRID3
* xyz -2 1
In -0.874 0.113 -0.122
C -5.169 1.412 -1.203
C -3.968 1.079 -0.378
O -2.827 1.365 -0.864
C -4.172 0.541 0.938
C -3.240 0.576 2.029
C -3.729 0.561 3.415
N -1.968 0.685 1.856
N -1.138 0.744 2.978
C 0.097 1.036 2.506
O 0.450 1.496 1.355
C 1.256 0.787 3.437
C 1.134 0.079 4.620
C 2.250 -0.117 5.365
C 3.537 0.276 4.980
C 3.633 0.948 3.761
C 2.496 1.223 3.030
H -5.293 0.581 -1.892
H -4.925 2.278 -1.724
H -6.049 1.361 -0.627
H -5.227 0.439 1.178
H -4.770 0.184 3.392
H -3.690 1.598 3.767
H -3.173 -0.121 4.048
H 0.111 -0.170 4.917
H 2.194 -0.618 6.295
H 4.333 -0.124 5.546
H 4.615 1.285 3.473
H 2.527 1.850 2.140
O -4.447 -2.221 0.471
P -2.971 -2.606 -0.023
O -2.949 -3.976 -0.638
O -2.309 -1.469 -0.795
O -2.214 -2.703 1.392
P -0.587 -2.738 1.578
O -0.305 -3.953 0.467
O -0.315 -3.108 2.961
O 0.016 -1.464 1.040
H -4.418 -1.254 0.733
H -1.136 -4.248 0.058
C -0.210 -0.252 -3.645
Si 0.789 0.138 -2.102
C 1.531 1.969 -2.282
C 2.766 2.060 -1.401
C 0.510 2.993 -1.870
C 1.972 2.270 -3.745
C 2.072 -1.290 -2.057
C 1.187 -2.595 -2.184
C 2.911 -1.349 -0.757
C 3.049 -1.232 -3.303
H 0.300 -0.791 -4.483
H -0.717 0.618 -4.125
H -1.088 -0.853 -3.375
H 2.457 1.952 -0.364
H 3.132 3.103 -1.500
H 3.581 1.357 -1.663
H 0.205 2.918 -0.814
H -0.313 2.958 -2.626
H 0.862 3.988 -2.142
H 2.791 1.646 -4.170
H 2.155 3.327 -3.863
H 1.132 1.985 -4.422
H 0.631 -2.712 -1.233
H 1.762 -3.566 -2.301
H 0.584 -2.380 -3.080
H 2.374 -1.156 0.219
H 3.684 -0.601 -0.674
H 3.314 -2.360 -0.710
H 2.515 -0.995 -4.167
H 3.409 -2.217 -3.410
H 3.867 -0.538 -3.213
*
```

---

no.,total energy (eV)
1,-125586.7872
2,-78021.4237
3,-75392.5182